{"formula": "C2H5N2", "method": "ωB97M-V/def2-TZVPD", "gap_ev": [9.85, 9.85], "homo_ev": [-16.16, -16.16], "total_energy_ha": -188.2644, "relative_energy_kcal_mol": 94.8, "charge": 1, "symbols": ["C", "C", "N", "N", "H", "H", "H", "H", "H"], "coordinates": [[-0.636820, 0.578664, -0.306748], [0.717957, -0.652067, 0.453587], [0.403261, -0.073100, -0.864025], [-0.493746, 0.193482, 0.909092], [-1.874355, 1.493109, -1.488334], [0.603752, -1.779702, 0.601370], [1.576230, -0.257085, 0.876681], [0.506527, -0.315505, -1.900697], [-0.802806, 0.812204, 1.719075]], "atomic_forces_ev_per_a": [[-1.4, 1.4, -5.5], [-2.1, -1.1, 0.1], [-1.2, 0.2, -2.0], [-0.7, 0.6, 2.6], [2.6, -1.8, 2.9], [-0.1, 1.7, -0.4], [1.8, 0.6, 0.7], [0.1, 0.1, 2.4], [0.9, -1.7, -1.0]]}

{"formula": "C2H5N2", "method": "ωB97M-V/def2-TZVPD", "gap_ev": [8.43, 8.91], "homo_ev": [-15.42, -15.68], "total_energy_ha": -188.2841, "relative_energy_kcal_mol": 82.4, "charge": 1, "symbols": ["C", "C", "N", "N", "H", "H", "H", "H", "H"], "coordinates": [[0.749489, -0.435687, -1.628835], [-0.885461, 0.772439, 1.563660], [-0.521102, 0.914290, 0.435807], [0.471982, -0.784514, -0.479183], [0.560852, 0.556071, -2.140001], [1.315007, -1.142922, -2.162816], [-0.664102, 0.113303, 2.482913], [-1.667868, 1.573873, 1.806458], [0.641204, -1.566852, 0.121995]], "atomic_forces_ev_per_a": [[0.6, 0.6, -1.0], [-1.4, -0.4, 4.7], [1.2, -1.4, -3.7], [-2.1, 3.7, 2.7], [-0.2, -1.0, 1.2], [0.7, -0.9, -1.3], [-0.2, 0.5, -1.8], [1.0, -0.4, -0.3], [0.4, -0.8, -0.4]]}

{"formula": "C2H5N2O", "method": "ωB97M-V/def2-TZVPD", "gap_ev": [7.03, 9.43], "homo_ev": [-14.12, -15.71], "total_energy_ha": -263.4269, "relative_energy_kcal_mol": 180.3, "charge": 1, "symbols": ["C", "C", "N", "N", "O", "H", "H", "H", "H", "H"], "coordinates": [[0.501252, 1.168832, -0.173561], [0.379936, -1.082619, -0.247050], [1.777451, 0.622187, 0.054123], [-0.332528, 0.019954, -0.460571], [1.624639, -0.623897, 0.052605], [0.011303, 1.871043, 0.775237], [0.567590, 1.974290, -0.922577], [-0.408322, -2.099982, 1.285248], [0.269230, -2.013728, -0.760233], [-1.333322, 0.127916, -0.832216]], "atomic_forces_ev_per_a": [[-1.9, 3.3, 2.0], [0.1, 3.1, -0.7], [0.0, 3.4, 0.5], [-1.8, -0.3, -0.9], [0.0, -5.8, 0.2], [1.5, -2.0, -1.8], [-0.2, -0.5, -0.3], [0.3, 0.2, -0.1], [0.0, -0.7, 0.3], [2.1, -0.6, 0.8]]}

{"formula": "C2H5N2O", "method": "ωB97M-V/def2-TZVPD", "gap_ev": 9.63, "homo_ev": -15.18, "total_energy_ha": -263.6037, "relative_energy_kcal_mol": 69.4, "charge": 1, "symbols": ["C", "C", "N", "N", "O", "H", "H", "H", "H", "H"], "coordinates": [[0.955724, 0.135864, -0.062293], [-0.877590, 0.783714, 0.094127], [2.114192, 0.609453, -0.016235], [-1.613003, -0.230024, -0.085457], [0.646455, -1.192604, -0.175948], [-1.077527, 1.697338, 0.540040], [2.398602, 1.586075, 0.027038], [-2.626271, -0.384431, -0.026532], [1.338252, -1.834667, 0.012462], [-1.258834, -1.170717, -0.307198]], "atomic_forces_ev_per_a": [[-0.3, -0.1, 0.3], [4.5, -4.1, -0.5], [-2.3, -0.6, -0.2], [-1.7, -0.8, -0.2], [-0.4, 1.3, 0.0], [-1.0, 1.8, 0.2], [-0.6, -0.2, 0.1], [0.0, 1.4, 0.4], [0.7, 0.4, 0.0], [1.1, 0.8, -0.2]]}